[1]
DFT (ωB97M-V with the def2-TZVPD basis set) results for a structure of composition C25H25FNO6 in a non-equilibrium geometry.

Last column: natural (NBO) charge in e.
CARTESIAN COORDINATES (ANGSTROEM)
C1 4.49 -1.23 -2.45  -0.63
C2 4.40 0.07 -1.69  -0.08
O1 3.64 -0.16 -0.46  -0.51
C3 4.29 -0.01 0.71  0.80
C4 3.47 -0.51 1.87  -0.13
F1 2.63 -1.55 1.50  -0.37
C5 2.65 0.67 2.29  0.75
O2 2.59 1.73 1.68  -0.64
O3 1.93 0.37 3.39  -0.52
C6 1.09 1.44 3.91  -0.07
C7 0.22 0.81 4.96  -0.62
O4 5.40 0.43 0.91  -0.64
H1 5.08 -1.04 -3.36  0.19
H2 4.99 -1.98 -1.83  0.24
H3 3.51 -1.60 -2.74  0.20
H4 5.39 0.43 -1.41  0.20
H5 3.85 0.84 -2.23  0.17
H6 1.74 2.21 4.34  0.18
H7 0.52 1.87 3.09  0.19
H8 -0.40 1.59 5.42  0.20
H9 -0.45 0.07 4.53  0.21
H10 0.81 0.33 5.75  0.21
C8 5.01 0.57 9.67  -0.39
N1 5.25 -0.69 8.99  -0.47
C9 5.82 -1.77 9.77  -0.39
C10 5.23 -0.76 7.61  0.16
C11 6.36 -1.23 6.89  -0.28
C12 6.29 -1.42 5.52  -0.12
C13 5.07 -1.26 4.80  -0.13
C14 4.92 -1.65 3.43  0.00
C15 5.53 -2.73 2.91  -0.37
C16 5.70 -3.07 1.45  0.63
O5 5.29 -2.44 0.49  -0.58
C17 6.46 -4.35 1.40  -0.15
C18 6.66 -4.84 2.70  -0.03
C19 7.28 -6.06 2.93  -0.21
C20 7.75 -6.78 1.82  -0.21
C21 7.59 -6.29 0.51  -0.22
C22 6.93 -5.07 0.30  -0.17
C23 6.08 -3.90 3.71  0.53
O6 6.05 -4.10 4.91  -0.57
C24 3.98 -0.72 5.53  -0.13
C25 4.07 -0.41 6.88  -0.27
H11 4.34 1.18 9.06  0.21
H12 4.56 0.37 10.65  0.18
H13 5.95 1.13 9.81  0.16
H14 5.49 -2.74 9.37  0.21
H15 6.93 -1.76 9.76  0.17
H16 5.48 -1.68 10.80  0.19
H17 7.28 -1.45 7.43  0.20
H18 7.20 -1.72 4.99  0.21
H19 4.16 -1.01 2.76  0.25
H20 7.38 -6.42 3.95  0.23
H21 8.24 -7.74 1.99  0.21
H22 7.97 -6.87 -0.33  0.21
H23 6.78 -4.66 -0.70  0.22
H24 3.03 -0.60 5.01  0.22
H25 3.21 0.02 7.41  0.20

Summary:
Largest force on an atom (hartree/bohr): 0.111
Calculated total energy (hartree): -1573.65013
Charge: -1

***

[2]
DFT (ωB97M-V with the def2-TZVPD basis set) results for a structure of composition C25H25N6O8PdS3.

Last column: natural (NBO) charge in e.
CARTESIAN COORDINATES (ANGSTROEM)
Pd1 -0.83 -0.30 -0.90  0.89
C1 -9.06 -0.32 -3.16  -0.63
C2 -7.68 -0.15 -2.58  0.00
C3 -6.68 0.51 -3.30  -0.24
C4 -5.41 0.64 -2.78  -0.11
C5 -5.12 0.10 -1.53  -0.37
C6 -6.10 -0.56 -0.80  -0.16
C7 -7.37 -0.68 -1.33  -0.22
S1 -3.49 0.30 -0.86  2.28
O1 -3.15 1.70 -0.91  -0.95
O2 -3.49 -0.36 0.43  -0.97
N1 -2.54 -0.47 -1.95  -0.88
C8 -2.85 -1.90 -2.08  -0.37
C9 -2.15 -2.81 -1.06  0.78
O3 -2.63 -3.88 -0.73  -0.62
O4 -0.97 -2.37 -0.69  -0.85
H1 -9.34 0.55 -3.77  0.22
H2 -9.81 -0.45 -2.38  0.22
H3 -9.10 -1.20 -3.81  0.22
H4 -6.91 0.92 -4.27  0.21
H5 -4.63 1.15 -3.33  0.23
H6 -5.84 -0.97 0.17  0.25
H7 -8.14 -1.19 -0.76  0.21
H8 -2.48 -2.22 -3.06  0.20
H9 -3.92 -2.10 -2.07  0.22
N2 0.80 -1.16 -3.40  -0.78
C10 1.28 -0.10 -2.72  0.37
S2 0.22 1.25 -2.50  -0.23
N3 2.52 -0.22 -2.25  -0.60
C11 3.32 0.73 -1.56  0.20
C12 3.30 2.08 -1.89  -0.27
C13 4.07 2.96 -1.15  -0.19
C14 4.88 2.51 -0.11  -0.21
C15 4.92 1.15 0.18  -0.17
C16 4.15 0.26 -0.55  -0.27
H10 -0.20 -1.16 -3.55  0.42
H11 1.24 -2.06 -3.28  0.40
H12 2.83 -1.18 -2.14  0.42
H13 2.67 2.43 -2.69  0.23
H14 4.05 4.01 -1.39  0.21
H15 5.45 3.19 0.50  0.25
H16 5.55 0.80 0.99  0.26
H17 4.16 -0.80 -0.32  0.21
O5 1.78 -2.97 -1.01  -0.99
H18 0.80 -2.92 -1.00  0.51
H19 2.03 -2.73 -0.11  0.47
O6 6.60 2.26 3.07  -1.02
S3 6.53 2.13 4.52  2.40
O7 6.20 3.36 5.22  -1.00
O8 7.59 1.33 5.10  -0.99
C17 5.03 1.12 4.80  0.15
N4 4.89 0.57 6.01  -0.41
C18 3.81 -0.16 6.20  0.08
C19 2.85 -0.37 5.22  -0.30
C20 3.08 0.26 4.01  0.19
N5 4.16 1.02 3.81  -0.44
C21 2.16 0.13 2.84  0.00
C22 1.41 -1.01 2.62  -0.24
C23 0.66 -1.12 1.47  0.02
N6 0.61 -0.14 0.56  -0.47
C24 1.27 1.00 0.80  0.04
C25 2.07 1.17 1.92  -0.16
H20 3.69 -0.60 7.19  0.19
H21 1.97 -0.97 5.40  0.22
H22 1.43 -1.84 3.32  0.23
H23 0.06 -2.00 1.25  0.25
H24 1.18 1.77 0.05  0.24
H25 2.63 2.08 2.06  0.26

Summary:
Largest force on an atom (hartree/bohr): 0.010
Calculated total energy (hartree): -3220.72706
Charge: -1